10
Properties=species:S:1:pos:R:3 method="wB97M-V/def2-TZVPD" homo_energy_ev=-10.637 smiles="C#CCC(=O)C#N" e_lumo_ev=-0.49
C 2.06 -0.57 0.92
C 1.30 -0.83 0.02
C -0.01 -0.69 -0.60
C -0.62 0.54 0.09
O -0.18 1.03 1.10
C -1.82 1.18 -0.46
N -2.76 1.79 -0.76
H 2.68 -0.27 1.74
H -0.03 -0.62 -1.70
H -0.62 -1.56 -0.34

---

15
Properties=species:S:1:pos:R:3 method="wB97M-V/def2-TZVPD" homo_energy_ev="-6.806 / -6.806" e_lumo_ev="0.76 / 0.77"
C 0.53 0.08 1.24
C -0.08 -1.18 0.75
O -1.28 -1.14 0.26
C -1.95 -0.06 -0.05
C 0.72 0.05 -1.88
O 1.24 0.89 -1.03
C 1.12 1.06 0.25
H -0.26 0.59 1.83
H 1.32 -0.20 1.96
H 0.27 -2.18 0.97
H -1.47 0.91 0.02
H -2.92 -0.24 -0.47
H -0.02 -0.66 -1.56
H 1.01 0.21 -2.90
H 1.76 1.86 0.60

---

166
Properties=species:S:1:pos:R:3 method="wB97M-V/def2-TZVPD" homo_energy_ev=-9.183 e_lumo_ev=0.44
C -1.63 -5.84 -1.75
C -2.98 -5.33 -1.21
C -2.56 -4.57 0.05
O -1.22 -4.14 -0.20
C -0.71 -4.66 -1.43
H -1.67 -6.12 -2.80
H -1.31 -6.70 -1.15
H -3.68 -6.15 -1.04
H -3.41 -4.65 -1.96
H -2.60 -5.21 0.94
H -3.21 -3.70 0.17
H 0.31 -4.98 -1.26
H -0.77 -3.88 -2.19
C 0.08 4.85 -0.72
C 1.13 4.90 0.41
C 2.01 6.11 0.07
O 1.47 6.71 -1.10
C 0.11 6.29 -1.25
H -0.88 4.52 -0.35
H 0.45 4.23 -1.54
H 1.68 3.97 0.54
H 0.60 5.07 1.36
H 3.04 5.81 -0.14
H 2.06 6.85 0.87
H -0.17 6.31 -2.30
H -0.55 6.97 -0.69
C -1.34 -1.93 6.20
C -1.92 -2.23 4.81
C -1.49 -1.01 4.00
O -1.67 0.04 4.93
C -1.08 -0.41 6.14
H -0.44 -2.52 6.34
H -2.04 -2.19 6.98
H -3.01 -2.28 4.81
H -1.63 -3.17 4.35
H -2.16 -0.84 3.15
H -0.47 -1.01 3.61
H -1.58 0.12 6.95
H -0.02 -0.15 6.18
C -2.97 3.31 2.03
C -3.38 2.40 3.18
C -2.54 2.97 4.36
O -1.92 4.16 3.89
C -2.65 4.59 2.76
H -3.75 3.37 1.26
H -2.06 2.89 1.60
H -3.18 1.35 2.98
H -4.43 2.50 3.46
H -1.77 2.29 4.72
H -3.21 3.16 5.20
H -2.08 5.31 2.17
H -3.56 5.12 3.09
C 5.23 -2.38 1.30
C 4.02 -2.65 0.43
C 4.37 -4.03 -0.13
O 5.01 -4.72 0.94
C 5.43 -3.76 1.95
H 5.10 -1.58 2.03
H 6.10 -2.06 0.71
H 3.83 -1.90 -0.33
H 3.10 -2.69 1.04
H 5.08 -3.91 -0.95
H 3.49 -4.56 -0.50
H 6.47 -3.98 2.16
H 4.79 -3.86 2.83
C 1.78 -5.50 2.85
C 1.64 -5.04 4.30
C 1.86 -3.53 4.19
O 1.46 -3.17 2.88
C 1.13 -4.33 2.13
H 1.30 -6.46 2.70
H 2.85 -5.61 2.62
H 2.29 -5.54 5.02
H 0.61 -5.24 4.64
H 2.92 -3.29 4.32
H 1.28 -3.00 4.96
H 1.44 -4.19 1.10
H 0.04 -4.51 2.11
N 5.50 -0.96 -2.65
C 4.23 -0.58 -2.81
C 3.88 0.71 -3.20
C 4.87 1.64 -3.43
C 6.19 1.24 -3.27
C 6.45 -0.07 -2.87
H 3.50 -1.37 -2.70
H 2.84 1.00 -3.22
H 4.67 2.66 -3.74
H 7.04 1.88 -3.47
H 7.47 -0.42 -2.79
N -4.42 5.65 -2.45
C -4.30 4.45 -1.89
C -3.27 3.57 -2.18
C -2.29 3.97 -3.08
C -2.42 5.21 -3.67
C -3.50 6.01 -3.33
H -5.08 4.20 -1.18
H -3.24 2.60 -1.69
H -1.45 3.37 -3.39
H -1.71 5.56 -4.41
H -3.64 6.98 -3.80
N -2.87 1.05 -4.38
C -1.70 0.54 -4.05
C -1.54 -0.69 -3.44
C -2.68 -1.43 -3.16
C -3.92 -0.91 -3.49
C -3.95 0.34 -4.11
H -0.83 1.16 -4.28
H -0.59 -1.08 -3.12
H -2.58 -2.40 -2.69
H -4.85 -1.40 -3.25
H -4.90 0.84 -4.28
N 1.30 3.45 -3.86
C 0.65 3.90 -4.93
C 1.00 5.04 -5.62
C 2.08 5.77 -5.15
C 2.74 5.34 -4.02
C 2.31 4.17 -3.41
H -0.22 3.31 -5.22
H 0.45 5.33 -6.50
H 2.35 6.70 -5.65
H 3.51 5.94 -3.55
H 2.83 3.81 -2.53
N -5.32 0.81 0.03
C -4.42 -0.17 0.18
C -4.35 -0.96 1.33
C -5.27 -0.74 2.33
C -6.21 0.25 2.16
C -6.22 0.99 0.98
H -3.71 -0.27 -0.63
H -3.49 -1.62 1.42
H -5.28 -1.30 3.26
H -6.98 0.40 2.91
H -6.89 1.82 0.80
N 1.18 -0.26 -1.39
C 0.41 0.83 -1.31
C -0.64 0.95 -0.42
C -0.90 -0.12 0.43
C -0.08 -1.23 0.37
C 0.93 -1.26 -0.56
H 0.70 1.64 -1.97
H -1.21 1.87 -0.35
H -1.71 -0.03 1.14
H -0.26 -2.04 1.06
H 1.59 -2.12 -0.60
N 2.71 0.95 5.43
C 1.95 2.01 5.28
C 1.17 2.25 4.15
C 1.16 1.29 3.15
C 1.91 0.14 3.34
C 2.67 0.00 4.49
H 1.94 2.76 6.06
H 0.55 3.14 4.12
H 0.61 1.51 2.25
H 1.83 -0.63 2.58
H 3.29 -0.86 4.68
N 2.59 -3.62 -3.26
C 2.64 -4.91 -3.57
C 1.72 -5.53 -4.40
C 0.71 -4.77 -4.95
C 0.66 -3.42 -4.66
C 1.59 -2.91 -3.77
H 3.46 -5.48 -3.15
H 1.77 -6.60 -4.55
H 0.00 -5.23 -5.64
H -0.10 -2.77 -5.08
H 1.60 -1.85 -3.50

---

62
Properties=species:S:1:pos:R:3 method="wB97M-V/def2-TZVPD" charge=-1 s_squared=0.755 multiplicity=2 homo_energy_ev="-1.894 / -1.884" e_lumo_ev="2.28 / 2.28"
Re -0.50 -0.38 -0.52
O -3.37 2.84 0.48
C -2.70 3.83 -0.16
C -3.22 5.12 -0.02
C -2.61 6.18 -0.65
C -1.47 5.98 -1.42
C -0.96 4.70 -1.55
C -1.56 3.61 -0.93
C -0.96 2.25 -1.10
O -1.59 1.30 -0.45
N 0.09 2.11 -1.88
N 0.43 0.72 -1.91
C 0.47 0.24 -3.11
C 0.69 -1.20 -3.39
C 1.53 -1.54 -4.44
C 1.78 -2.87 -4.76
C 1.15 -3.87 -4.02
C 0.29 -3.56 -2.99
C 0.00 -2.22 -2.63
O -0.83 -1.94 -1.70
H -2.90 2.02 0.24
H -4.10 5.26 0.58
H -3.02 7.18 -0.54
H -0.99 6.80 -1.92
H -0.08 4.53 -2.15
H 0.35 0.89 -3.96
H 2.01 -0.74 -4.99
H 2.46 -3.12 -5.56
H 1.34 -4.91 -4.25
H -0.20 -4.35 -2.44
N -0.24 0.46 1.43
C -0.67 -0.55 2.42
C 0.00 -0.30 3.76
C 1.55 -0.18 3.87
C 2.42 -1.44 3.87
N 2.48 -2.26 2.69
C 3.03 -1.99 1.52
N 2.68 -2.69 0.46
N 3.95 -1.01 1.40
C -0.48 -1.99 1.84
O -0.21 -2.86 2.68
O -0.35 -2.11 0.61
H 0.73 0.73 1.46
H -0.71 1.32 1.52
H -1.75 -0.43 2.54
H -0.33 -1.06 4.48
H -0.40 0.65 4.12
H 1.74 0.28 4.84
H 1.92 0.52 3.12
H 2.06 -2.09 4.66
H 3.45 -1.16 4.14
H 1.83 -3.03 2.69
H 1.75 -3.06 0.46
H 3.01 -2.46 -0.47
H 4.25 -0.51 2.21
H 4.34 -0.79 0.51
C -3.76 -1.25 -0.09
O -2.47 -0.90 -0.26
H -4.27 -1.61 -1.01
H -4.44 -0.44 0.29
H -3.94 -2.08 0.64
O 1.30 -0.55 -0.30